This record from the Open Molecules 2025 dataset describes a structure of composition C6H21O6V. The level of theory is ωB97M-V with the def2-TZVPD basis set.

```
34
Properties=species:S:1:pos:R:3:forces:R:3
V -13.53426 13.89817 20.56333 1.0 -1.5 -1.7
O -13.86489 12.65201 18.89660 -0.8 0.2 0.2
H -14.75851 12.44619 18.58328 0.1 0.0 0.2
O -11.69869 14.22266 19.36137 -0.8 0.7 1.4
H -11.30414 13.84583 20.16185 0.5 0.0 -0.3
O -12.72266 12.58686 21.99084 -0.1 0.7 0.2
H -13.16745 11.83687 22.40091 0.0 0.2 -0.3
C -12.89866 17.76284 21.09175 0.4 0.0 -0.3
C -13.63076 17.07541 22.25674 1.5 -0.3 -0.8
O -13.36730 15.65904 22.19318 -0.5 0.5 0.2
H -13.21154 18.80160 20.97053 0.0 0.1 0.1
H -12.92048 17.28296 20.11278 -0.8 -0.4 0.2
H -11.82037 17.72251 21.25941 0.0 0.3 0.5
H -14.69821 17.29288 22.30187 -0.1 -0.2 -0.2
H -13.15171 17.48095 23.14932 -0.3 -0.1 0.3
H -12.92388 15.37132 22.99647 0.0 -0.3 -0.1
C -16.80357 14.07684 23.24710 -0.8 0.5 -0.2
C -16.49911 14.37678 21.75348 0.3 0.9 2.1
O -15.60194 13.42408 21.25503 -1.4 0.1 -0.2
H -15.96103 13.95733 23.92722 0.5 0.4 -0.5
H -17.38243 13.16961 23.43607 -0.2 -0.1 -0.5
H -17.41854 14.91980 23.57486 0.0 -0.1 0.4
H -16.07566 15.38109 21.69800 0.4 -0.2 0.0
H -17.42308 14.44588 21.17158 -0.1 -0.3 0.0
H -16.26892 12.74146 21.12320 1.2 -1.1 -0.6
C -16.32242 15.60983 17.67449 0.5 -0.3 -0.5
C -15.54108 16.26083 18.80896 0.8 0.4 -0.7
O -14.36980 15.51237 19.18958 -1.4 0.7 0.5
H -16.83312 14.68226 17.93256 0.0 0.1 0.4
H -15.61257 15.31202 16.89958 0.1 0.0 0.0
H -17.01392 16.28376 17.16635 -0.2 0.2 0.3
H -16.19346 16.56265 19.63001 0.2 -1.0 0.6
H -15.18691 17.25529 18.51988 0.1 0.0 -0.6
H -13.79671 15.33636 18.43075 0.1 -0.3 0.0
```
Positions in Å, forces in eV/Å.

Output
multiplicity = 4
HOMO level (spin up / spin down) = -1.46 / -3.08 eV
electronic energy = -44534.2356 eV
charge = -1